Here is the molecule C4H8N2O at a distorted geometry from OMol25. Energies are from ωB97M-V/def2-TZVPD.

Each line ends with the Mulliken charge.
Geometry (Å):
C: -2.715 -0.611 0.219  0.318
H: -0.476 1.722 -1.442  0.320
H: 0.577 2.132 -0.078  0.287
C: 0.245 1.273 -0.739  -1.335
H: 2.248 -0.665 -1.093  0.285
C: -0.244 0.200 0.195  1.739
H: 0.182 -1.971 0.191  0.289
H: -3.767 -0.827 0.263  0.472
N: 0.537 -1.205 -0.366  -0.400
H: 2.325 -0.777 0.615  0.263
H: -0.533 0.570 2.114  0.367
C: -1.634 -0.140 0.174  -1.696
H: 1.075 0.869 -1.375  0.208
O: 0.232 0.643 1.522  -0.558
N: 1.947 -1.213 -0.201  -0.559

Spin multiplicity: 1
ΔE to the lowest compared entry with this formula, charge and spin (kcal per mole): 115.3
Structure (SMILES): C#C[C@@](C)(O)NN
HOMO energy (eV): -9.13
Kohn-Sham gap (Ha): 0.366

Here is a structure of composition C55H34Cl4F3I2N6SSr at a distorted geometry from OMol25. Energies are from ωB97M-V/def2-TZVPD.

Each line ends with the Mulliken charge.
Geometry (Å):
H: 1.153 2.040 5.041  0.785
C: -0.757 -6.957 -1.021  -0.633
C: -1.083 1.577 3.255  1.063
H: -4.066 1.503 3.474  0.541
H: 7.421 3.498 2.288  0.416
C: 0.283 1.850 -6.852  -1.146
C: -2.254 -6.479 0.797  -0.517
H: 0.995 1.943 -0.388  0.393
H: -2.333 -0.450 4.498  0.536
H: 0.990 -0.437 3.245  -0.611
H: -2.903 -6.821 1.591  0.406
C: -1.238 -4.653 -0.436  0.539
C: 0.266 2.024 2.932  -0.030
H: -0.863 3.682 0.321  0.308
H: 3.939 0.938 -3.891  0.255
C: 5.347 3.483 1.709  0.077
H: 5.134 6.917 3.448  0.411
H: 2.861 0.540 -5.166  0.246
N: -1.868 1.391 0.999  0.660
H: -0.244 -7.675 -1.649  0.358
Cl: 1.294 2.270 -9.329  -0.244
C: -5.941 4.340 -3.206  0.517
H: -2.621 -4.400 1.174  0.568
N: 0.775 2.326 1.749  0.461
C: -0.651 3.235 -0.633  0.485
C: 4.130 4.157 1.738  -1.035
H: -0.819 3.474 5.216  0.515
Cl: -2.852 1.254 9.012  -0.248
F: -2.498 -9.468 -0.704  -0.261
C: 5.186 5.956 2.955  -0.969
C: 3.735 3.754 -2.515  -1.467
H: -0.502 1.521 -4.879  0.564
N: -0.987 1.984 -2.610  -0.541
C: -1.701 2.498 6.893  -1.030
C: -1.020 -3.258 -0.625  -0.449
C: -2.960 2.300 -0.939  0.709
C: 4.065 5.398 2.359  0.113
C: 2.962 3.711 -0.355  0.186
C: 0.298 1.954 -5.468  -0.307
C: 2.047 2.928 1.967  0.291
C: 6.382 5.260 2.919  0.405
H: -4.848 3.703 -4.932  0.421
N: 1.957 3.427 -1.246  0.146
H: 3.120 5.927 2.384  0.482
C: 1.331 2.632 -4.812  0.817
H: -0.520 1.327 -7.354  0.430
C: 4.064 3.997 -1.151  -1.055
C: -0.795 -2.058 -0.731  -0.625
Cl: 7.795 5.950 3.681  -0.237
N: 3.234 0.317 -4.256  -0.415
H: -1.538 3.326 7.569  0.420
S: 2.809 -0.200 -1.689  -0.345
C: -1.288 2.565 5.573  -0.146
H: -6.826 4.878 -1.331  0.409
C: -1.549 2.583 -1.436  -1.108
C: -3.032 1.760 0.321  -0.730
Sr: -0.435 0.550 -0.713  1.870
C: -2.090 -5.124 0.570  -0.621
I: 2.525 -1.709 1.498  0.142
C: 2.321 3.126 -6.971  -0.883
C: 0.362 2.334 -2.502  1.062
H: 3.243 3.141 3.895  0.402
H: 3.098 3.590 -7.564  0.430
C: -1.730 -8.870 0.242  0.884
H: -5.134 3.680 -0.011  0.551
C: 2.329 2.835 3.411  -1.725
C: -2.087 1.408 2.299  -0.436
H: 0.996 -0.733 -4.710  0.251
C: 1.302 2.423 -7.594  0.380
H: -5.184 1.836 1.114  0.818
H: 0.716 -1.281 -3.097  0.083
H: 2.133 -1.496 4.122  0.484
C: 1.266 2.276 3.996  -1.451
C: -6.035 4.331 -1.826  -1.047
N: 1.356 -0.906 -3.785  -0.283
C: -4.040 2.956 -1.713  -0.123
H: 4.408 3.844 -3.351  0.443
C: -3.968 2.993 -3.106  0.056
C: -5.082 3.643 -1.090  -0.408
H: 0.054 -5.257 -2.036  0.458
C: 1.445 -1.419 3.290  0.066
C: 2.437 -0.247 -3.327  0.245
C: -1.491 1.507 4.682  0.055
H: -3.155 2.477 -3.601  0.504
C: -1.579 -7.402 0.010  0.341
C: -4.914 3.676 -3.853  -1.012
H: 3.111 3.798 -5.109  0.366
C: -2.160 0.383 5.169  -0.214
C: -2.346 1.356 7.341  0.372
C: -2.592 0.300 6.485  -0.981
C: -4.134 1.705 1.319  -1.792
H: 5.027 4.313 -0.784  0.585
F: -0.543 -9.517 0.216  -0.266
C: 2.416 3.338 -2.530  -0.039
C: -0.591 -5.606 -1.240  -0.660
I: -0.108 -2.833 3.625  0.058
F: -2.304 -9.151 1.430  -0.281
C: 2.327 3.230 -5.588  -0.299
C: 0.718 2.769 -1.082  -0.533
C: 2.917 3.539 1.107  1.712
C: -3.569 1.515 2.517  -0.652
C: 6.478 4.027 2.300  -0.933
H: 5.400 2.513 1.231  0.556
C: 1.357 2.706 -3.355  -0.487
Cl: -7.120 5.225 -4.142  -0.246
H: -3.102 -0.583 6.846  0.414

Spin multiplicity: 1
Net charge: -1
ΔE to the lowest compared entry with this formula, charge and spin (kcal per mole): 116.3
HOMO energy (eV): -4.29
Kohn-Sham gap (Ha): 0.197

Here is a cluster of 11 separate species, C63H85Cl2F3N12O7S in total at a distorted geometry from OMol25. Energies are from ωB97M-V/def2-TZVPD.

Each line ends with the Mulliken charge.
Geometry (Å):
H: 1.160 -4.784 4.724  0.510
H: 5.102 0.309 -4.323  0.147
C: -12.411 5.505 -1.470  -0.375
N: 4.684 -2.717 2.753  0.106
C: -0.239 -0.319 -4.125  -0.877
C: -3.537 -0.071 -1.737  -0.606
H: -7.849 1.311 0.199  0.481
H: 3.040 -0.446 -6.301  0.616
N: -0.102 -3.191 7.268  0.152
H: 0.067 4.582 9.947  0.549
H: 2.266 1.106 -4.711  0.474
C: -8.856 2.426 -1.461  -0.497
N: -1.060 1.352 3.695  0.238
S: 3.110 -3.553 -5.586  1.324
C: -0.811 -1.219 0.397  -0.776
C: -0.528 5.480 9.923  -0.542
C: -1.309 -1.199 -4.862  -0.232
H: -12.649 -0.578 1.491  0.400
H: -11.552 3.589 -1.216  0.217
H: 4.655 -4.785 5.270  0.408
O: -2.006 -2.132 -4.039  -0.495
H: 6.598 4.538 -3.536  0.429
H: 0.113 1.794 6.701  0.581
H: 2.246 0.725 -1.646  0.857
H: -9.979 -1.053 -1.705  0.231
H: -8.051 0.578 -3.925  0.220
F: 0.883 -4.042 -4.124  -0.140
C: 2.353 1.407 -3.634  0.501
H: -4.392 1.784 -2.516  0.324
H: 4.343 1.238 -5.623  0.300
C: -0.328 1.437 5.784  -0.157
H: -9.384 2.675 -3.618  0.428
H: 3.190 3.126 -2.277  0.429
C: 6.260 0.499 -6.193  -1.395
O: 2.284 -2.149 -1.999  -0.328
H: 2.790 3.583 -4.068  0.486
H: 8.730 3.235 -3.728  0.202
C: -0.448 2.152 4.621  -0.957
H: 6.452 -2.308 -5.377  0.537
H: -4.339 0.012 -0.976  0.547
H: -0.917 5.522 7.845  0.193
C: 0.588 -3.177 6.085  -0.531
H: -13.693 7.179 -0.904  0.381
C: 0.016 -5.294 6.582  -0.659
H: -0.320 -2.383 7.822  0.227
H: -0.661 6.238 11.966  0.411
C: 4.768 -3.958 4.587  -0.474
H: -3.133 1.010 -3.643  0.364
C: -1.326 0.132 4.249  -0.976
C: -0.842 2.010 10.816  -0.264
H: -0.973 2.911 11.393  0.461
H: 4.502 -2.424 1.806  0.223
C: 0.675 -4.467 5.634  -0.456
C: -11.452 -2.343 0.806  -0.462
H: -1.728 1.177 -1.797  0.418
H: 13.799 -3.888 -2.641  0.383
H: -0.567 -4.345 1.460  0.259
C: 3.027 -1.782 -0.988  0.651
H: 6.084 0.851 -7.225  0.383
Cl: 4.769 -1.655 -7.360  -0.066
N: 10.577 -3.415 -2.598  0.034
C: -0.912 6.335 10.922  -0.467
H: -2.253 7.613 8.178  0.376
H: -0.495 -4.422 -0.424  0.253
H: -11.933 5.762 -2.401  0.349
H: -1.767 -1.480 0.896  0.609
O: 4.248 -4.369 -5.913  -0.719
N: -1.044 5.949 8.745  0.013
H: -9.322 3.267 -0.970  0.613
H: -7.098 -0.357 -1.802  0.604
C: -12.883 4.224 0.300  -0.380
C: 4.372 -3.943 3.274  -0.420
H: 0.058 -1.197 -6.623  0.243
H: 1.173 -2.295 0.718  0.285
H: -0.597 0.400 12.354  0.389
H: 0.131 -2.014 -2.827  1.204
C: 0.481 -0.953 -2.899  -0.205
C: -11.366 -0.369 -0.265  -0.341
C: 10.709 -4.157 -3.742  -0.270
C: -11.947 -1.013 0.797  -0.472
H: -0.152 3.158 4.373  0.388
H: 4.414 -3.161 -3.219  0.580
H: -0.998 -4.701 8.481  0.357
H: 5.608 -0.947 3.499  0.388
C: 7.384 4.788 -4.230  -0.528
F: 2.743 -5.004 -3.329  -0.208
H: 4.845 -1.483 -2.964  0.460
Cl: -2.450 1.166 0.469  -0.351
H: -0.782 0.581 -3.746  0.424
O: 0.100 -0.308 -1.695  -0.218
F: 1.800 -5.704 -5.117  -0.237
C: -0.450 -4.479 7.580  -0.448
C: -0.367 -3.820 0.498  -0.877
H: -1.558 -1.830 -6.922  0.410
H: -1.569 -1.670 -1.593  0.401
H: -1.805 -0.644 3.674  0.401
H: -1.854 -3.009 -4.422  0.341
C: 2.061 -1.079 -3.003  -0.513
H: 10.315 4.105 -5.460  0.386
C: -1.089 -0.803 -1.099  -0.093
C: -0.526 -0.139 10.239  -0.385
C: 5.282 -1.951 3.715  -0.424
C: 4.698 -2.234 -3.774  -0.493
C: -0.646 0.697 11.318  -0.825
N: -10.538 -1.257 -0.895  0.062
C: -1.761 7.091 8.983  -0.528
C: 3.988 -0.887 -5.924  -0.088
C: 9.359 4.558 -5.252  -0.528
C: -8.085 1.405 -0.848  -0.337
C: -0.836 1.928 9.448  -0.429
N: -12.165 4.303 -0.863  0.067
C: 7.488 5.799 -5.149  -0.392
H: 3.895 -4.696 2.668  0.409
H: 9.848 -4.413 -4.338  0.354
H: -0.102 -6.365 6.538  0.396
C: -13.301 6.197 -0.692  -0.500
H: 0.426 0.093 -4.916  0.187
C: 3.560 -1.912 -4.773  0.438
C: -1.696 7.358 10.325  -0.407
C: 4.903 0.297 -5.412  -0.138
H: 6.774 1.343 -5.668  0.366
C: 5.345 -2.693 4.867  -0.582
H: 12.462 -5.020 -4.715  0.384
C: -8.905 2.154 -2.805  -0.694
N: 6.949 -2.964 -3.532  -0.628
C: -0.886 0.152 5.545  -0.103
C: 0.089 -2.488 0.535  -0.498
N: 3.464 -1.422 -0.015  -0.694
C: 6.102 -2.505 -4.349  -0.780
N: 8.530 4.040 -4.295  0.013
H: 7.846 -3.109 -4.004  0.146
H: 5.761 -2.364 5.807  0.392
C: -3.980 0.850 -2.947  -1.176
H: -0.367 -1.204 10.181  0.327
H: -2.082 -0.485 -5.241  0.377
H: -11.702 -3.122 1.508  0.387
H: 9.710 -3.066 -2.228  0.196
C: 3.062 2.809 -3.325  -1.429
H: -3.501 -1.104 -2.139  0.268
H: -0.605 0.265 8.164  0.192
H: -0.275 -0.418 0.951  0.416
C: -2.162 0.386 -1.149  0.221
H: -12.822 3.351 0.929  0.384
H: -10.006 -3.301 -0.599  0.372
H: -2.159 8.194 10.824  0.387
H: -1.280 1.620 2.750  0.136
C: 12.038 -4.447 -3.906  -0.560
C: -13.600 5.384 0.433  -0.525
O: 2.227 -3.346 -6.708  -0.602
H: 6.746 6.559 -5.337  0.397
C: 2.070 -4.592 -4.403  0.553
C: 8.742 5.652 -5.798  -0.368
O: 2.298 -1.460 -4.317  -0.203
H: -0.949 2.686 8.690  0.415
H: 3.800 0.308 -2.557  0.825
C: -7.690 0.544 -1.839  -0.909
C: -0.725 -1.851 -6.180  -1.189
H: 0.955 -2.253 5.668  0.492
C: 12.736 -3.855 -2.822  -0.354
H: 11.919 -2.658 -1.125  0.369
N: -8.189 1.010 -3.028  0.064
H: -4.798 0.328 -3.495  0.206
H: -11.470 0.641 -0.626  0.394
C: 2.697 0.252 -2.534  -1.624
C: -10.588 -2.463 -0.251  -0.548
C: 11.810 -3.224 -2.035  -0.532
H: -0.378 -2.891 -6.029  0.272
H: 6.941 -0.366 -6.112  0.307
H: -0.956 -0.666 6.245  0.432
O: 1.544 2.476 -3.146  -0.610
H: 9.144 6.279 -6.578  0.393
N: -0.648 0.617 9.104  0.157
H: -14.266 5.623 1.246  0.387

Spin multiplicity: 1
Structure (SMILES): [H]/N=C/C[C@@](O[C@](C[C@@H]1CO1)(OC#N)[C@H](C[C@@H](C)O)O[C@@H](CC=C)[C@H](Cl)CC)([C@H](Cl)CC)S(=O)(=O)C(F)(F)F.c1cc[nH]c1.c1cc[nH]c1.c1cc[nH]c1.c1cc[nH]c1.c1cc[nH]c1.c1cc[nH]c1.c1cc[nH]c1.c1cc[nH]c1.c1cc[nH]c1.c1cc[nH]c1
HOMO energy (eV): -7.50
Kohn-Sham gap (Ha): 0.248

Here is the molecule C5H10O from OMol25. Energies are from ωB97M-V/def2-TZVPD.

Each line ends with the Mulliken charge.
Geometry (Å):
H: 1.461 0.357 -0.757  0.265
C: 1.416 -0.555 1.164  -1.170
H: -1.282 1.717 -1.698  0.352
C: -1.399 0.735 0.571  -1.259
H: 1.801 -1.349 -0.808  0.342
O: -1.574 0.803 -1.839  -0.539
H: 2.499 -0.583 1.316  0.363
C: 1.155 -0.620 -0.333  -0.265
C: -1.032 0.148 -0.757  0.624
H: -0.960 1.720 0.776  0.376
H: 1.054 0.369 1.630  0.277
H: -2.487 0.847 0.522  0.369
H: -0.222 -1.352 -1.924  0.264
H: 0.958 -1.404 1.676  0.297
C: -0.218 -0.890 -0.936  -0.651
H: -1.171 0.058 1.397  0.356

Spin multiplicity: 1
ΔE to the lowest compared entry with this formula, charge and spin (kcal per mole): 52.0
Structure (SMILES): CC/C=C(\C)O
HOMO energy (eV): -8.04
Kohn-Sham gap (Ha): 0.327

Here is the ion C7H7Cl3NO2 with charge +1 at a distorted geometry from OMol25. Energies are from ωB97M-V/def2-TZVPD.

Each line ends with the Mulliken charge.
Geometry (Å):
O: 0.595 2.229 -0.235  -0.466
Cl: 3.391 1.360 -1.467  -0.070
C: -2.047 -0.351 -1.035  -0.766
H: -2.047 0.697 -1.527  0.367
Cl: 3.150 1.142 1.451  -0.089
C: 2.462 0.686 -0.166  0.683
H: -3.169 -0.462 -0.886  0.373
Cl: 0.594 -3.007 0.071  -0.130
C: 1.014 -1.324 -0.065  0.243
H: -1.059 0.504 2.087  0.392
N: -1.188 -0.360 0.281  0.400
H: -1.374 -1.329 0.574  0.515
H: -1.454 1.623 0.789  0.411
H: -2.664 0.609 1.465  0.398
O: 3.414 -1.586 -0.400  -0.429
C: 1.048 1.133 -0.110  0.110
C: -1.666 0.637 1.182  -0.942
C: 0.178 -0.261 0.046  -0.434
H: -1.644 -1.040 -1.876  0.306
C: 2.464 -0.898 -0.177  0.129

Spin multiplicity: 1
Net charge: +1
ΔE to the lowest compared entry with this formula, charge and spin (kcal per mole): 0.0
Structure (SMILES): C[NH+](C)C1=C(Cl)C(=O)C(Cl)(Cl)C1=O
HOMO energy (eV): -14.21
Kohn-Sham gap (Ha): 0.332

Here is the molecule C4H8N2O at a distorted geometry from OMol25. Energies are from ωB97M-V/def2-TZVPD.

Each line ends with the Mulliken charge.
Geometry (Å):
H: 0.535 1.623 0.133  0.314
C: 0.408 0.603 0.512  -0.872
C: -0.745 -0.351 -1.465  0.068
H: -0.865 1.123 2.170  0.320
H: -2.031 -1.045 1.706  0.307
O: -1.087 -0.876 1.622  -0.516
C: 0.500 -0.375 -0.670  0.634
H: 1.245 0.387 1.187  0.390
N: 1.617 0.003 -1.533  -0.698
H: 2.470 0.013 -0.982  0.243
H: 0.566 -1.392 -0.255  0.169
C: -0.903 0.486 1.273  -0.536
H: -1.723 0.847 0.637  0.393
H: 1.746 -0.686 -2.269  0.260
N: -1.734 -0.358 -2.065  -0.477

Spin multiplicity: 1
ΔE to the lowest compared entry with this formula, charge and spin (kcal per mole): 36.1
Structure (SMILES): N#C[C@@H](N)CCO
HOMO energy (eV): -10.10
Kohn-Sham gap (Ha): 0.401

Here is the molecule C2H6N2O at a distorted geometry from OMol25. Energies are from ωB97M-V/def2-TZVPD.

Each line ends with the Mulliken charge.
Geometry (Å):
N: -0.201 0.223 -0.422  -0.070
H: -0.240 1.810 0.809  0.349
H: 0.547 -1.275 -0.087  0.172
O: -0.373 1.732 -0.228  -0.418
H: 2.342 1.162 0.218  0.266
N: 2.277 0.023 -0.163  -0.587
C: 1.048 -0.341 -0.166  0.139
C: -1.234 -0.623 -0.051  -0.728
H: -1.309 -0.558 1.086  0.313
H: -0.795 -1.698 -0.224  0.283
H: -2.062 -0.453 -0.772  0.280

Spin multiplicity: 1
ΔE to the lowest compared entry with this formula, charge and spin (kcal per mole): 128.3
Structure (SMILES): [H]/N=C\N(C)O
HOMO energy (eV): -9.40
Kohn-Sham gap (Ha): 0.361

Here is a cluster of 2 separate species, C6H6FOP in total at a distorted geometry from OMol25. Energies are from ωB97M-V/def2-TZVPD.

Each line ends with the Mulliken charge.
Geometry (Å):
H: 2.120 -1.654 1.598  0.269
H: 1.912 0.727 -2.041  0.327
C: 0.006 0.421 -1.027  -0.278
C: 0.074 -1.150 0.822  -0.081
F: -3.176 -1.156 0.803  -0.275
H: -0.410 -1.825 1.511  0.394
C: -0.685 -0.392 -0.110  0.403
P: -2.447 -0.149 -0.330  0.408
H: -0.679 1.058 -1.644  0.272
C: 1.429 -1.169 0.791  -0.365
C: 1.394 0.369 -1.137  -0.715
O: -2.296 2.593 0.915  -0.735
H: 3.162 -0.567 -0.337  0.320
C: 2.068 -0.503 -0.259  -0.168
H: -2.472 3.394 0.445  0.225

Spin multiplicity: 1
ΔE to the lowest compared entry with this formula, charge and spin (kcal per mole): 99.0
HOMO energy (spin up / spin down) (eV): -8.18 / -8.18
Kohn-Sham gap (spin up / spin down) (Ha): 0.211 / 0.211